[1]
The following is a quantum chemistry calculation of one molecule with the formula C3H7NO2 in a non-equilibrium geometry, from the Open Molecules 2025 dataset.

* relative energy (zero: lowest compared OMol25 entry of this formula, charge and spin): 330.8 kJ/mol
* LUMO energy: 0.88 eV
* HOMO: -8.523 eV
* maximum force: 1.1 eV/A
* calculated total energy: -8807.10062 eV
* total charge: 0

Cartesian coordinates (Å):
1 N -0.9327 1.9848 -0.8565
2 C -1.0946 0.6695 -0.7457
3 O -0.1324 0.0210 -1.4197
4 C 0.2564 -1.0976 -0.5900
5 C 0.3220 -0.9974 0.9571
6 O 1.4007 -0.2341 1.4687
7 H -1.4420 2.4859 -0.1543
8 H -0.2426 2.5094 -1.3916
9 H 1.2798 -1.2736 -0.9170
10 H -0.4167 -1.9291 -0.8167
11 H -0.6357 -0.7356 1.4270
12 H 0.5414 -2.0291 1.2642
13 H 1.0965 0.6258 1.7744

[2]
The following is a quantum chemistry calculation of one molecule with the formula C3H7NO2 in a non-equilibrium geometry, from the Open Molecules 2025 dataset.

* relative energy (zero: lowest compared OMol25 entry of this formula, charge and spin): 316.4 kJ/mol
* LUMO energy: 0.96 eV
* HOMO: -10.020 eV
* maximum force: 2.3 eV/A
* SMILES: OCC/C=N/O
* calculated total energy: -8807.25008 eV
* total charge: 0

Cartesian coordinates (Å):
1 O -2.6591 -0.3956 -0.2362
2 C -1.3314 -0.4728 0.2596
3 C -0.4648 0.7948 -0.0195
4 C 0.9670 0.4050 0.3502
5 N 1.8412 0.1188 -0.5447
6 O 3.0052 -0.5149 0.0521
7 H -2.5947 -0.0970 -1.2052
8 H -1.3294 -0.5750 1.3795
9 H -0.8399 -1.3621 -0.1637
10 H -0.4251 0.9782 -1.0859
11 H -0.8752 1.6483 0.5196
12 H 1.1168 0.1129 1.4202
13 H 3.5894 -0.6405 -0.7259

[3]
The following is a quantum chemistry calculation of one molecule with the formula C3H7NO2, from the Open Molecules 2025 dataset.

* relative energy (zero: lowest compared OMol25 entry of this formula, charge and spin): 91.0 kJ/mol
* LUMO energy: 0.79 eV
* HOMO: -9.810 eV
* maximum force: 0.4 eV/A
* SMILES: CNC(=O)CO
* calculated total energy: -8809.58563 eV
* total charge: 0

Cartesian coordinates (Å):
1 C 2.0480 0.1484 -0.1941
2 N 0.6719 -0.2846 -0.2798
3 C -0.2852 0.1299 0.5891
4 O -0.0885 0.9092 1.5093
5 C -1.6688 -0.4270 0.2654
6 O -2.2515 0.2595 -0.8253
7 H 2.3695 0.6483 -1.1140
8 H 2.1124 0.8531 0.6369
9 H 2.7148 -0.6975 0.0051
10 H 0.3785 -0.8934 -1.0278
11 H -2.2763 -0.3810 1.1764
12 H -1.5906 -1.4717 -0.0545
13 H -2.1341 1.2070 -0.6867

[4]
The following is a quantum chemistry calculation of one molecule with the formula C3H7NO2 in a non-equilibrium geometry, from the Open Molecules 2025 dataset.

* relative energy (zero: lowest compared OMol25 entry of this formula, charge and spin): 119.0 kJ/mol
* LUMO energy: 0.76 eV
* HOMO: -10.178 eV
* maximum force: 1.8 eV/A
* SMILES: C[C@H](N)C(=O)O
* calculated total energy: -8809.29523 eV
* total charge: 0

Cartesian coordinates (Å):
1 C 1.4292 0.2951 0.2475
2 C -0.0422 -0.0937 0.4409
3 N -0.3913 -1.5577 0.4327
4 C -0.8640 0.6683 -0.5710
5 O -0.3633 1.2915 -1.4703
6 O -2.2392 0.5029 -0.5796
7 H 1.4453 1.3569 0.1287
8 H 1.7897 -0.2733 -0.5997
9 H 2.0957 0.0045 1.0653
10 H -0.4351 0.1632 1.4381
11 H 0.5000 -1.8907 0.7894
12 H -0.4028 -1.8756 -0.5344
13 H -2.5219 1.4084 -0.7876

[5]
The following is a quantum chemistry calculation of one molecule with the formula C3H7NO2, from the Open Molecules 2025 dataset.

* relative energy (zero: lowest compared OMol25 entry of this formula, charge and spin): 75.4 kJ/mol
* LUMO energy: 0.66 eV
* HOMO: -9.645 eV
* maximum force: 0.3 eV/A
* SMILES: CNC(=O)CO
* calculated total energy: -8809.74785 eV
* total charge: 0

Cartesian coordinates (Å):
1 C 2.0455 0.2301 -0.1826
2 N 0.6173 0.0865 -0.3637
3 C -0.2256 -0.0050 0.6926
4 O 0.1011 0.0840 1.8657
5 C -1.6712 -0.3297 0.3430
6 O -1.9623 -0.3534 -1.0434
7 H 2.4046 1.1837 -0.5835
8 H 2.2354 0.1986 0.8923
9 H 2.5895 -0.5884 -0.6674
10 H 0.2217 -0.0711 -1.2792
11 H -2.3322 0.3512 0.8919
12 H -1.8282 -1.3298 0.7462
13 H -2.1956 0.5434 -1.3118

[6]
The following is a quantum chemistry calculation of one molecule with the formula C3H7NO2 in a non-equilibrium geometry, from the Open Molecules 2025 dataset.

* relative energy (zero: lowest compared OMol25 entry of this formula, charge and spin): 102.8 kJ/mol
* LUMO energy: 0.91 eV
* HOMO: -9.573 eV
* maximum force: 2.1 eV/A
* SMILES: CNC(=O)OC
* calculated total energy: -8809.46351 eV
* total charge: 0

Cartesian coordinates (Å):
1 C -2.1308 -0.0450 -0.4540
2 N -1.1733 -0.0768 0.6401
3 C 0.1704 -0.0376 0.6148
4 O 0.7301 -0.0664 1.7038
5 O 0.8049 0.0414 -0.5586
6 C 2.2246 0.0901 -0.3650
7 H -2.6907 0.8961 -0.5030
8 H -2.8597 -0.8606 -0.3931
9 H -1.5778 -0.1575 -1.3937
10 H -1.2232 -0.0892 1.6700
11 H 2.4949 0.9569 0.2418
12 H 2.6636 0.1554 -1.3571
13 H 2.5668 -0.8069 0.1539

[7]
The following is a quantum chemistry calculation of a 2-piece molecular cluster, C3H7NO2 overall in a non-equilibrium geometry, from the Open Molecules 2025 dataset.

* relative energy (zero: lowest compared OMol25 entry of this formula, charge and spin): 265.1 kJ/mol
* LUMO energy: 0.43 eV
* HOMO: -9.634 eV
* maximum force: 4.6 eV/A
* SMILES: C=CO.NC=O
* calculated total energy: -8807.78160 eV
* total charge: 0

Cartesian coordinates (Å):
1 C 2.0404 -1.3950 -0.2897
2 C 1.7519 -0.3433 0.4753
3 O 1.6945 1.0262 0.2334
4 H 2.5095 -1.5374 -1.2149
5 H 1.7101 -2.2965 0.2685
6 H 1.3024 -0.5331 1.4504
7 H 2.1899 1.5255 1.0376
8 N -2.0685 1.0771 0.4513
9 C -1.4618 0.2379 -0.4094
10 O -1.9467 -0.9047 -0.7394
11 H -3.0964 1.0111 0.4304
12 H -1.6367 1.7768 1.0328
13 H -0.4651 0.5430 -0.7730

[8]
The following is a quantum chemistry calculation of one molecule with the formula C3H7NO2 in a non-equilibrium geometry, from the Open Molecules 2025 dataset.

* relative energy (zero: lowest compared OMol25 entry of this formula, charge and spin): 66.1 kJ/mol
* LUMO energy: 0.78 eV
* HOMO: -9.339 eV
* maximum force: 1.1 eV/A
* SMILES: C[C@H](N)C(=O)O
* calculated total energy: -8809.84396 eV
* total charge: 0

Cartesian coordinates (Å):
1 C -0.0999 0.9979 -1.1465
2 C -0.2454 -0.2391 -0.2701
3 N -1.4775 -0.2194 0.4617
4 C 0.8780 -0.2378 0.7693
5 O 1.0496 0.6178 1.5936
6 O 1.6762 -1.3137 0.6740
7 H 0.8934 1.0234 -1.5899
8 H -0.2890 1.8547 -0.4994
9 H -0.8223 0.9814 -1.9520
10 H -0.0709 -1.1827 -0.7993
11 H -2.3393 -0.4174 -0.0142
12 H -1.4720 -0.6474 1.3727
13 H 2.3191 -1.2178 1.4000